3 unconnected molecules or ions with the total composition C4H13NO2 at a distorted geometry, computed with ωB97M-V/def2-TZVPD.

Geometry (Å):
C -0.022 -0.380 0.934
H 2.263 -0.276 -0.577
H -0.544 -2.436 1.299
O 2.660 -1.159 -0.389
N 1.469 1.215 -0.142
H -0.802 2.756 -0.213
H 3.436 -1.198 -0.964
H -3.454 -0.641 -0.726
H 0.969 -0.773 1.204
H -0.400 -0.011 1.879
H -0.049 -2.188 -0.343
C -0.607 -1.731 0.464
H -1.873 1.371 0.062
H -1.677 -1.547 0.252
C 0.158 0.756 -0.012
H -0.873 2.118 1.377
H 1.490 1.976 -0.831
C -0.898 1.806 0.334
O -2.654 -0.174 -0.991
H -0.205 0.288 -0.987

Summary:
frontier orbital gap: 3.96 eV
net charge: 0
relative energy (zero: lowest compared OMol25 entry of this formula, charge and spin): 180.3 kcal per mole